18
Properties=species:S:1:pos:R:3 method="wB97M-V/def2-TZVPD" energy_ha=-1084.39340 multiplicity=1 total_charge=0 lumo_ev=0.45 gap_ev=9.505
N -0.78 -2.06 0.62
C -0.64 -0.96 1.54
C -0.66 0.31 0.69
S -0.66 1.87 1.62
S -0.54 3.22 0.21
H -1.28 -2.88 0.95
H 0.12 -2.28 0.23
H -1.46 -0.95 2.25
H 0.33 -1.03 2.03
H 0.30 0.33 0.18
H -1.45 0.21 -0.03
H -1.74 3.53 -0.33
O 2.23 -0.76 -0.67
H 2.64 -1.52 -1.10
H 2.01 -0.17 -1.41
O 0.80 0.84 -2.46
H 0.65 1.79 -2.48
H 0.12 0.52 -1.85


14
Properties=species:S:1:pos:R:3 method="wB97M-V/def2-TZVPD" energy_ha=-1028.39447 multiplicity=1 total_charge=0 lumo_ev=-0.45 gap_ev=8.356
C 0.64 -0.36 -1.36
C 0.25 -0.89 0.02
C -0.91 -0.05 0.91
C 1.25 -1.00 1.16
C -1.19 1.22 0.17
C -1.30 2.37 -0.14
H 0.52 1.06 -1.24
H -0.23 -0.49 -2.13
H 1.85 -0.76 -1.53
H -0.26 -1.84 -0.25
H -1.72 -0.71 1.12
H -1.71 3.48 -0.20
S 0.38 0.17 2.14
S 2.43 -2.19 1.32


98
Properties=species:S:1:pos:R:3 method="wB97M-V/def2-TZVPD" energy_ha=-4015.04324 multiplicity=1 total_charge=+3 lumo_ev=-8.87 gap_ev=6.298
Ta -0.20 -0.64 0.06
C 1.09 -4.29 -0.18
C 0.13 -4.09 -1.34
N -0.97 -3.18 -0.99
C -2.06 -3.82 -0.25
C -1.83 -4.02 1.25
S -0.96 -2.67 2.13
C 0.55 -3.50 2.69
C 1.78 -3.15 1.85
N 1.44 -3.01 0.44
H 1.97 -4.81 -0.55
H 0.64 -4.95 0.57
H -0.25 -5.06 -1.67
H 0.67 -3.65 -2.17
H -1.37 -2.84 -1.86
H -2.28 -4.81 -0.67
H -2.96 -3.22 -0.39
H -1.28 -4.93 1.45
H -2.80 -4.09 1.74
H 0.34 -4.57 2.71
H 0.71 -3.17 3.72
H 2.54 -3.92 2.02
H 2.18 -2.20 2.18
H 2.24 -2.61 -0.03
N 5.49 2.96 5.00
C 4.81 2.36 4.01
C 4.73 0.95 3.96
C 4.01 0.33 2.97
C 3.36 1.11 2.00
C 3.43 2.51 2.03
C 4.16 3.12 3.01
S 2.30 0.28 0.95
O 1.60 1.10 -0.07
O 2.89 -0.88 0.35
N 0.99 -0.26 1.79
C 0.36 0.80 2.44
N 0.81 1.25 3.60
C 0.10 2.22 4.17
C -1.04 2.75 3.57
C -1.38 2.25 2.33
N -0.67 1.29 1.76
H 5.95 2.42 5.72
H 5.56 3.96 5.05
H 5.24 0.36 4.71
H 3.95 -0.74 2.92
H 2.93 3.09 1.27
H 4.24 4.20 3.04
H 0.45 2.56 5.13
H -1.63 3.52 4.05
H -2.24 2.62 1.78
S 1.20 -1.24 -2.17
C 2.71 -0.57 -2.64
N 3.50 -1.32 -3.37
C 4.77 -0.74 -3.83
C 4.60 0.77 -3.72
S 3.31 1.04 -2.45
H 3.27 -2.27 -3.58
H 4.96 -1.05 -4.85
H 5.58 -1.11 -3.20
H 4.25 1.21 -4.65
H 5.52 1.27 -3.41
C 0.69 3.75 -1.25
C -0.78 3.33 -1.21
P -1.16 1.58 -1.67
C -2.98 1.68 -2.00
C -3.58 3.02 -2.42
C -0.41 1.37 -3.33
C -0.85 2.38 -4.40
H 0.77 4.79 -0.92
H 1.08 3.69 -2.26
H 1.30 3.13 -0.60
H -1.35 3.93 -1.92
H -1.20 3.51 -0.22
H -3.50 1.35 -1.09
H -3.18 0.93 -2.77
H -3.58 3.75 -1.60
H -4.62 2.85 -2.70
H -3.09 3.46 -3.28
H -0.66 0.36 -3.65
H 0.67 1.43 -3.19
H -1.90 2.26 -4.64
H -0.28 2.18 -5.31
H -0.66 3.41 -4.10
O -2.46 -1.14 -2.01
C -3.02 -1.00 -0.93
N -2.24 -0.77 0.20
C -3.10 -0.60 1.33
O -2.69 -0.36 2.43
C -4.48 -0.75 0.84
C -5.68 -0.68 1.52
C -6.85 -0.83 0.78
C -6.81 -1.06 -0.59
C -5.60 -1.15 -1.27
C -4.44 -0.99 -0.54
H -5.70 -0.51 2.59
H -7.80 -0.77 1.28
H -7.73 -1.18 -1.13
H -5.57 -1.33 -2.34


11
Properties=species:S:1:pos:R:3 method="wB97M-V/def2-TZVPD" energy_ha=-231.03462 multiplicity=1 total_charge=0 lumo_ev=0.98 gap_ev=9.160
C -1.03 -0.52 -0.15
C -0.03 0.10 0.81
C 1.29 0.19 0.09
O 0.74 0.86 -1.01
C -0.55 0.86 -0.38
H -2.04 -0.61 0.24
H -0.69 -1.32 -0.81
H -0.22 0.23 1.87
H 1.63 -1.28 -0.26
H 2.24 -0.37 0.06
H -1.15 1.76 -0.46


12
Properties=species:S:1:pos:R:3 method="wB97M-V/def2-TZVPD" energy_ha=-725.09439 multiplicity=1 total_charge=0 lumo_ev=0.79 gap_ev=9.992
C 0.57 1.78 -0.02
N 0.00 0.38 0.06
N -1.29 0.20 0.07
C -1.50 -1.10 -0.03
C -0.23 -1.81 0.02
C 0.67 -0.78 -0.01
Cl 2.36 -0.74 0.01
H 1.26 1.97 -0.86
H -0.33 2.43 -0.10
H 1.12 1.96 0.93
H -2.54 -1.42 -0.14
H -0.10 -2.88 0.07


55
Properties=species:S:1:pos:R:3 method="wB97M-V/def2-TZVPD" energy_ha=-1678.64681 multiplicity=1 total_charge=-1 lumo_ev=2.18 gap_ev=6.901
Al 2.75 0.67 -0.83
C 1.77 2.26 0.09
C 1.34 3.45 -0.96
C 0.10 4.33 -0.27
C -1.27 3.83 -1.09
S -2.85 4.10 -0.07
C -3.74 2.46 -0.16
N -4.58 1.69 0.84
N -4.88 0.53 0.10
C -4.29 0.46 -1.32
O -3.58 1.75 -1.43
H 3.85 1.13 -1.87
H 3.46 -0.13 0.34
H 1.66 -0.31 -1.49
H 0.81 1.78 0.59
H 2.47 2.76 0.90
H 0.92 2.91 -1.93
H 2.22 4.16 -1.29
H 0.04 3.99 0.86
H 0.28 5.49 -0.35
H -1.32 4.34 -2.16
H -1.14 2.65 -1.18
H -4.36 -0.38 -2.14
C -2.70 0.20 3.00
O -1.49 0.31 3.74
C -1.47 1.47 4.58
C -1.79 1.12 6.03
O -3.14 0.66 6.17
C -3.22 -0.76 6.26
H -2.76 -0.81 2.59
H -3.58 0.38 3.62
H -2.69 0.91 2.17
H -2.16 2.24 4.20
H -0.46 1.88 4.53
H -1.70 2.02 6.64
H -1.09 0.38 6.42
H -2.91 -1.08 7.26
H -2.61 -1.25 5.50
H -4.26 -1.05 6.10
C 3.42 -1.94 -4.54
O 3.15 -2.50 -3.26
C 1.92 -3.25 -3.24
C 2.18 -4.75 -3.35
O 2.74 -5.10 -4.62
C 4.14 -5.30 -4.56
H 4.46 -1.62 -4.56
H 3.26 -2.66 -5.35
H 2.78 -1.06 -4.69
H 1.25 -2.90 -4.04
H 1.44 -3.04 -2.28
H 1.23 -5.28 -3.26
H 2.83 -5.10 -2.53
H 4.36 -6.27 -4.10
H 4.65 -4.50 -4.00
H 4.53 -5.30 -5.58


Please write out number 1 again, unchanged.
18
Properties=species:S:1:pos:R:3 method="wB97M-V/def2-TZVPD" energy_ha=-1084.39340 multiplicity=1 total_charge=0 lumo_ev=0.45 gap_ev=9.505
N -0.78 -2.06 0.62
C -0.64 -0.96 1.54
C -0.66 0.31 0.69
S -0.66 1.87 1.62
S -0.54 3.22 0.21
H -1.28 -2.88 0.95
H 0.12 -2.28 0.23
H -1.46 -0.95 2.25
H 0.33 -1.03 2.03
H 0.30 0.33 0.18
H -1.45 0.21 -0.03
H -1.74 3.53 -0.33
O 2.23 -0.76 -0.67
H 2.64 -1.52 -1.10
H 2.01 -0.17 -1.41
O 0.80 0.84 -2.46
H 0.65 1.79 -2.48
H 0.12 0.52 -1.85